# C42H74ClFINO14P

A cluster of 5 separate species, C42H74ClFINO14P in total at a distorted geometry (wB97M-V/def2-TZVPD, the OMol25 dataset).

Its charge is -1. The calculation puts the highest occupied orbital energy at -5.345 eV. The calculation puts the frontier orbital gap at 6.67 eV.

```
135
Properties=species:S:1:pos:R:3:forces:R:3
C 1.4237 4.6215 5.7469 0.003 0.409 0.056
C 1.7880 3.9020 4.6944 0.364 -0.236 -0.160
C 1.9478 2.4183 4.6937 0.697 -0.027 0.481
P 1.0175 1.5314 3.2878 0.283 0.677 -0.617
F 0.2346 2.8861 2.7928 -0.039 0.020 0.089
Cl 2.0629 -0.3572 4.0361 0.102 -0.274 0.181
C 0.1754 0.4426 2.0047 -0.147 -0.287 0.168
C -1.2054 0.8726 1.4849 -0.211 -0.231 -0.288
C -1.2910 1.0572 -0.0466 -0.027 0.108 -0.125
C -1.6724 2.4695 -0.5415 0.023 0.053 0.155
C -2.9674 2.5343 -1.3722 0.153 -0.216 -0.184
C -2.8857 3.3044 -2.7114 -0.170 0.095 0.217
C -1.8978 4.4887 -2.8064 -0.208 0.094 -0.399
C -0.8170 4.3444 -3.8947 0.247 -0.083 0.134
C 0.5209 3.8006 -3.3761 0.018 -0.222 0.104
C 0.5472 2.2711 -3.1588 -0.196 0.097 -0.102
C 1.4680 1.4947 -4.1089 -0.182 0.001 0.017
C 0.9944 0.0529 -4.3584 0.385 -0.216 0.039
C 1.8081 -0.9712 -3.5585 -0.438 0.015 0.074
C 1.1648 -2.3688 -3.4651 0.445 0.233 0.133
C 1.3165 -2.9414 -2.0540 -0.198 0.107 0.037
C 0.4818 -2.1701 -1.0132 0.040 -0.283 0.062
C 2.5267 2.0206 2.1006 0.130 -0.216 0.449
I 1.9402 2.8677 0.1872 0.116 0.045 0.183
C 3.7138 1.0845 1.8638 0.524 0.466 -0.758
C 3.5085 -0.1421 0.9760 -0.062 -0.232 0.293
N -0.4323 1.1667 4.4588 -0.398 -0.113 -0.218
C -0.4169 0.0874 5.3918 -0.395 -0.057 -0.528
C -1.0120 -1.2459 4.9884 0.146 -0.108 -0.022
O -0.0520 0.2595 6.5229 0.125 0.087 0.601
C -1.5068 2.0471 4.6482 0.222 -0.386 0.436
C -2.9058 1.4539 4.5563 0.139 -0.260 0.478
O -1.3868 3.2100 4.9430 -0.049 0.559 -0.317
H 0.9446 5.5831 5.5798 0.658 0.353 0.182
H 1.5472 4.2839 6.7694 -0.779 -0.395 -0.034
H 2.0182 4.4273 3.7705 -0.783 -0.086 -0.248
H 3.0014 2.1338 4.5995 -0.044 -0.030 -0.167
H 1.6120 2.0165 5.6491 -0.107 -0.067 -0.091
H 0.0704 -0.5216 2.4890 0.062 -0.041 0.010
H 0.8577 0.2563 1.1710 0.040 0.240 0.114
H -1.9153 0.0800 1.7414 -0.009 0.089 0.149
H -1.5828 1.7745 1.9657 0.152 -0.008 0.091
H -2.0237 0.3486 -0.4433 0.031 -0.017 0.013
H -0.3337 0.7767 -0.4978 -0.055 -0.008 0.031
H -0.8351 2.8675 -1.1161 -0.137 -0.047 0.007
H -1.7526 3.1380 0.3207 0.009 -0.018 -0.019
H -3.2483 1.5062 -1.6174 -0.119 0.047 0.001
H -3.7968 2.9131 -0.7729 0.089 0.099 0.085
H -2.6887 2.5889 -3.5144 0.175 0.067 0.012
H -3.8839 3.6973 -2.9265 -0.025 -0.125 -0.039
H -1.4128 4.6933 -1.8501 -0.072 -0.029 0.012
H -2.4809 5.3819 -3.0484 0.028 0.019 0.090
H -0.6328 5.3156 -4.3634 -0.043 0.018 0.061
H -1.1864 3.6812 -4.6862 0.003 0.093 -0.040
H 1.3168 4.0821 -4.0727 0.036 -0.010 0.075
H 0.7396 4.2870 -2.4196 0.090 0.161 -0.120
H -0.4710 1.8873 -3.2795 0.025 0.015 0.025
H 0.8271 2.0681 -2.1225 -0.062 -0.216 -0.238
H 1.5534 2.0398 -5.0542 -0.031 -0.022 0.006
H 2.4689 1.4529 -3.6666 0.060 0.135 -0.159
H -0.0549 -0.0597 -4.0690 -0.010 0.104 -0.090
H 1.0660 -0.1937 -5.4230 -0.105 -0.003 0.016
H 2.8085 -1.0590 -3.9930 0.039 0.079 0.118
H 1.9269 -0.5722 -2.5447 0.073 0.026 -0.030
H 1.6411 -3.0268 -4.1933 -0.148 -0.081 0.004
H 0.1004 -2.3226 -3.7146 0.027 -0.003 -0.016
H 1.0099 -3.9875 -2.0503 0.065 0.002 -0.053
H 2.3718 -2.8965 -1.7637 -0.001 -0.134 -0.025
H 1.0680 -1.4322 -0.4637 -0.090 0.094 -0.130
H -0.3734 -1.6751 -1.4799 0.065 0.078 0.015
H 0.0750 -2.8560 -0.2668 0.041 0.037 0.037
H 2.9479 2.9180 2.5471 -0.073 0.031 0.044
H 4.1832 0.8258 2.8149 -0.319 -0.164 0.106
H 4.4732 1.6965 1.3561 -0.038 0.019 0.037
H 3.1006 -0.9861 1.5336 -0.105 0.067 -0.014
H 2.8348 0.0849 0.1471 0.072 0.003 -0.031
H 4.4624 -0.4606 0.5490 -0.008 0.020 0.004
H -0.5582 -2.0338 5.5879 -0.001 0.021 -0.036
H -0.8940 -1.4611 3.9301 0.015 0.042 -0.006
H -2.0813 -1.2185 5.2138 0.027 0.023 0.013
H -2.9281 0.4869 4.0614 -0.063 0.110 -0.209
H -3.5750 2.1617 4.0762 0.046 -0.018 -0.050
H -3.2508 1.3043 5.5866 -0.093 0.058 -0.066
C 3.6799 -8.7922 -4.1729 -0.070 0.059 0.302
C 2.9056 -7.6821 -4.8290 0.069 0.023 0.050
C 3.6076 -6.3432 -4.9117 0.031 -0.008 -0.014
O 2.5061 -5.4278 -4.9192 0.010 0.011 0.002
C 1.4717 -6.0184 -4.2700 -0.040 0.007 0.083
O 0.4734 -5.4633 -3.9438 -0.009 -0.156 -0.122
O 1.7462 -7.3234 -4.0427 -0.020 -0.004 -0.051
H 4.0872 -8.4558 -3.2176 0.011 -0.014 -0.005
H 3.0266 -9.6421 -3.9760 0.004 -0.022 -0.083
H 4.4940 -9.1217 -4.8160 -0.019 0.034 -0.049
H 2.5539 -7.9886 -5.8122 -0.011 0.009 -0.003
H 4.2068 -6.2135 -5.8089 -0.090 0.060 -0.052
H 4.2159 -6.1431 -4.0256 0.031 -0.051 -0.004
C -0.6265 -11.8599 -6.9555 0.056 0.038 0.171
C 0.5624 -11.3972 -7.7526 -0.046 -0.084 -0.009
C 1.6582 -12.4192 -7.9839 -0.025 -0.021 -0.006
O 2.8214 -11.5904 -8.1137 0.005 -0.021 0.026
C 2.5915 -10.4505 -7.4236 -0.002 0.091 0.079
O 3.4103 -9.6230 -7.1772 0.067 -0.180 -0.181
O 1.2980 -10.3806 -7.0422 -0.006 0.041 -0.076
H -0.3092 -12.3568 -6.0380 0.011 -0.010 -0.012
H -1.2499 -11.0111 -6.6793 -0.026 0.001 -0.063
H -1.2243 -12.5539 -7.5465 0.003 -0.006 -0.002
H 0.2456 -10.9611 -8.7045 0.000 0.014 0.004
H 1.5291 -13.0186 -8.8806 0.072 0.067 -0.057
H 1.7933 -13.0704 -7.1170 -0.054 -0.020 -0.001
C -7.5091 2.0618 5.4306 0.072 -0.159 0.004
C -7.1887 2.5011 4.0270 -0.055 0.012 0.101
C -8.2395 2.2075 2.9755 -0.013 0.019 -0.002
O -7.4527 2.0902 1.7881 -0.016 -0.022 -0.001
C -6.2014 1.6957 2.1547 0.034 -0.031 -0.020
O -5.3574 1.3431 1.4018 -0.054 0.001 0.026
O -6.0737 1.7625 3.5024 0.010 0.039 -0.088
H -7.8465 1.0245 5.4437 -0.010 0.006 -0.014
H -6.6229 2.1355 6.0593 -0.008 0.068 0.002
H -8.2902 2.6950 5.8525 -0.006 0.000 -0.003
H -6.9166 3.5609 4.0083 0.003 0.002 -0.011
H -8.9810 2.9929 2.8539 0.052 0.037 -0.084
H -8.7373 1.2516 3.1605 -0.023 0.018 0.057
C 2.0804 8.6348 4.3643 0.049 0.205 -0.018
C 2.2916 8.4747 5.8450 -0.026 -0.097 -0.148
C 1.0928 8.7623 6.7214 -0.021 -0.052 0.010
O 1.7101 9.1796 7.9476 -0.020 0.036 -0.020
C 2.9233 9.6996 7.6420 0.040 0.052 0.038
O 3.6126 10.2963 8.4072 -0.040 -0.019 -0.041
O 3.2317 9.4516 6.3511 0.002 -0.066 0.059
H 1.6077 9.5925 4.1399 -0.023 -0.013 0.011
H 3.0341 8.5992 3.8397 -0.002 -0.088 0.004
H 1.4496 7.8274 3.9920 0.004 -0.009 0.003
H 2.6960 7.4828 6.0629 -0.003 0.006 0.039
H 0.4551 7.8999 6.8943 0.059 -0.021 0.115
H 0.4993 9.5958 6.3363 -0.015 -0.032 -0.060
```
Positions in Å, forces in eV/Å.

# C7H7IN2O

An isolated molecule of C7H7IN2O at a distorted geometry (wB97M-V/def2-TZVPD, the OMol25 dataset).

The spin multiplicity is 3. Its expectation value of S² is 2.017. The calculation puts the highest occupied orbital energy (spin up / spin down) at -6.542 / -8.965 eV. The calculation puts the frontier orbital gap (spin up / spin down) at 6.52 / 6.00 eV.

```
18
Properties=species:S:1:pos:R:3:forces:R:3
C 0.7018 1.5226 -1.9057 0.431 0.219 -1.045
C -0.3294 0.6847 -1.6084 -0.084 0.357 -1.232
C 0.7937 1.2508 0.2448 0.022 -0.590 -0.831
C 0.0378 -2.3389 0.0514 -0.354 2.475 -0.461
C 1.4690 1.1986 1.5517 -5.965 -4.066 -2.930
C -0.9024 -1.6310 0.6433 0.168 0.308 -0.317
C -1.2983 -0.1621 0.6412 2.441 -1.943 -5.163
N 1.3852 1.8098 -0.7658 1.392 1.746 -1.251
N -0.3078 0.5623 -0.2953 -1.491 -1.381 6.031
O 2.3250 1.9949 1.8493 3.995 3.396 1.692
I -3.3437 0.0281 0.0732 0.180 0.217 0.190
H 0.9791 1.9116 -2.9029 -0.047 -0.347 0.944
H -1.0514 0.1196 -2.1459 -0.382 0.067 -0.628
H 0.2190 -3.3339 0.2347 -0.011 -2.122 0.599
H 0.6655 -1.8914 -0.6404 1.347 0.832 -1.374
H 1.1351 0.3476 2.1471 0.447 0.162 0.704
H -1.4099 -2.2615 1.2682 -2.038 -0.901 2.041
H -1.0684 0.1883 1.5596 -0.052 1.570 3.032
```
Positions in Å, forces in eV/Å.

# C22H32O18

A cluster of 6 separate species, C22H32O18 in total at a distorted geometry (wB97M-V/def2-TZVPD, the OMol25 dataset).

Its SMILES is C[C@H]1COC(=O)O1.C[C@H]1COC(=O)O1.C[C@H]1COC(=O)O1.C[C@H]1COC(=O)O1.O=C1OCCO1.O=C1OCCO1. The calculation puts the highest occupied orbital energy at -10.549 eV. The calculation puts the frontier orbital gap at 10.19 eV.

```
72
Properties=species:S:1:pos:R:3:forces:R:3
C 3.3733 -7.0313 11.1069 -0.971 0.091 1.105
C 3.7466 -8.2411 11.9292 0.784 1.114 1.094
O 3.9531 -9.2461 10.9617 -0.377 -0.492 -0.466
C 4.0449 -8.6826 9.7229 0.385 -0.013 0.791
O 4.3163 -9.2533 8.7209 -0.157 -0.119 -0.011
O 3.8606 -7.3483 9.8241 -0.287 0.466 -0.469
H 3.7456 -6.1078 11.5467 0.540 0.007 -0.512
H 2.2829 -6.9256 11.1527 -0.022 -0.012 -0.775
H 2.9969 -8.4166 12.7015 -0.211 -0.792 -0.442
H 4.6535 -8.0381 12.5064 0.235 -0.386 -0.343
C 8.1413 -6.3828 15.0690 -1.330 -0.219 -0.631
C 7.3693 -7.4835 15.8426 1.313 1.177 1.084
O 7.0833 -8.4690 14.8805 -0.377 -0.107 0.264
C 7.5398 -8.0932 13.6775 0.195 -0.110 -0.907
O 7.4412 -8.7283 12.6716 -0.292 0.051 0.334
O 8.1276 -6.8859 13.7219 0.513 -0.007 0.294
H 9.1522 -6.1957 15.4169 0.018 -0.006 -0.120
H 7.5281 -5.4835 14.9996 0.433 0.248 0.426
H 6.5259 -7.0289 16.3619 -0.578 -0.510 -0.548
H 8.0040 -7.8695 16.6433 -0.029 -0.466 -0.254
C 2.9553 -11.0666 15.1712 0.146 -0.078 -0.671
C 4.1023 -11.8043 14.5140 0.047 0.532 1.559
C 5.0601 -10.8647 13.8064 -0.205 -1.528 -1.751
O 6.2918 -11.5955 13.9143 0.152 0.432 -0.025
C 6.2446 -12.3558 15.0208 0.083 -0.010 0.569
O 7.1878 -12.8840 15.5248 -0.343 0.013 -0.172
O 4.9722 -12.4065 15.5049 0.274 0.065 -0.108
H 3.3142 -10.1469 15.6308 -0.033 -0.132 0.320
H 2.4146 -11.7096 15.8609 -0.066 0.134 0.055
H 2.3032 -10.7668 14.3441 -0.251 -0.036 0.206
H 3.7428 -12.6478 13.9221 0.056 0.301 -0.432
H 5.1833 -9.8383 14.1391 -0.182 -0.122 0.516
H 4.7626 -10.8870 12.7550 0.361 0.427 -0.056
C 4.8011 -12.1252 4.5424 -0.309 0.728 0.500
C 4.1433 -12.4463 5.8595 -0.563 -0.118 -0.352
C 3.0484 -11.4555 6.2579 0.557 0.651 1.304
O 1.9004 -12.2506 6.5699 0.282 -0.143 0.034
C 2.1521 -13.5419 6.2478 0.301 0.419 -1.152
O 1.3705 -14.4298 6.2865 -0.260 -0.187 0.468
O 3.3939 -13.6582 5.7116 -0.078 -0.438 0.399
H 3.9834 -12.0531 3.8243 0.313 -0.391 -0.378
H 5.5861 -12.8352 4.3023 -0.125 -0.034 -0.299
H 5.2100 -11.1127 4.6042 0.269 -0.123 0.019
H 4.8464 -12.5942 6.6815 0.066 0.059 -0.113
H 2.8004 -10.6484 5.5697 -0.106 -0.432 -0.516
H 3.3967 -10.9500 7.1602 -0.341 0.039 0.120
C 1.0409 -4.5896 13.2880 -0.276 1.513 0.285
C 2.0008 -4.6051 14.4584 0.861 -1.225 -0.674
C 1.5277 -5.2465 15.7798 -0.167 1.508 -0.798
O 2.4702 -6.2696 16.0309 -0.508 -0.232 0.084
C 3.2820 -6.4379 14.9629 0.050 -0.833 0.688
O 4.0621 -7.3413 14.8895 0.143 0.241 -0.108
O 3.0771 -5.5156 14.0423 -0.005 0.613 -0.095
H 0.2338 -3.9155 13.6000 -0.312 -0.364 -0.288
H 0.6712 -5.5506 12.9392 -0.063 -0.214 0.602
H 1.4704 -4.1150 12.4040 0.292 0.055 0.175
H 2.4821 -3.6587 14.7046 -0.190 0.170 -0.561
H 0.4782 -5.5213 15.6531 0.232 -0.851 0.385
H 1.5910 -4.4708 16.5411 -0.040 -0.348 0.347
C 6.9720 -6.9227 8.8571 1.028 0.296 0.662
C 6.2743 -5.5634 8.8576 -1.056 -0.759 0.365
C 6.7374 -4.6639 10.0024 1.369 0.369 -1.105
O 7.7391 -3.8575 9.3044 0.270 0.322 0.796
C 7.5991 -3.9581 7.9896 -0.222 -0.035 -1.834
O 8.2092 -3.3938 7.1245 -0.083 -0.031 1.109
O 6.5986 -4.8274 7.6889 0.347 0.078 0.144
H 8.0085 -6.7832 9.1951 0.082 0.242 -0.378
H 7.0292 -7.3896 7.8787 -0.406 -0.026 -0.020
H 6.6373 -7.6187 9.6283 -0.621 0.062 -0.246
H 5.1890 -5.6451 8.8589 0.061 -0.267 -0.021
H 7.3181 -5.2136 10.7396 -0.454 0.046 0.367
H 6.0127 -3.9575 10.4005 -0.160 -0.275 0.160
```
Positions in Å, forces in eV/Å.

Energy relative to the best compared isomer or geometry (same formula, charge and spin) for every record listed, in sequence, given in kcal/mol: 0.0; 0.0; 20.3.
DFT total energy for every record listed, in sequence, given in a.u.: -3952.0974; -753.1739; -2211.8825.
Molar mass for every record listed, in sequence, given in g mol⁻¹: 1029.38; 262.05; 584.48.